[1]
ORCA calculation (ωB97M-V with the def2-TZVPD basis set) on the molecule C2H2N2O3 in a non-equilibrium geometry.

Atoms and positions in Å:
C: -2.35742 0.06287 -0.07018
C: -1.30274 1.04228 -0.16196
N: -0.02322 0.52909 -0.16193
N: -3.48709 -0.23547 -0.08597
O: -4.45162 -0.87373 0.11016
O: -1.57245 2.22604 -0.01886
O: 0.18580 -0.82096 -0.42838
H: -0.39042 -1.33441 0.17161
H: 0.68936 1.16311 0.13868

Results
- HOMO level (eV) = -10.26
- net charge = 0
- DFT total energy (Ha) = -412.47734
- Kohn-Sham gap (eV) = 10.01
- energy above the lowest of the compared OMol25 structures with the same formula, charge and spin (kcal/mol) = 109.0
- lowest unoccupied orbital energy (eV) = -0.25
- spin multiplicity = 1

[2]
ORCA calculation (ωB97M-V with the def2-TZVPD basis set) on a cluster of 2 separate species, C2H2N2O3 in total in a non-equilibrium geometry.

Atoms and positions in Å:
C: 1.32802 -0.48469 -0.31940
C: 0.19523 -1.04298 0.25460
N: 2.11655 0.01869 -1.03120
N: -1.03906 1.15218 -0.68704
O: -1.40010 1.50739 -1.77841
O: -1.16213 1.51461 0.44440
O: -0.17584 -0.71533 1.52898
H: -0.41060 -1.55937 -0.51558
H: 0.54794 -0.39050 2.10365

Results
- HOMO level (alpha / beta) (eV) = -10.29 / -8.80
- net charge = 0
- DFT total energy (Ha) = -412.43641
- Kohn-Sham gap (alpha / beta) (eV) = 9.38 / 7.28
- energy above the lowest of the compared OMol25 structures with the same formula, charge and spin (kcal/mol) = 134.6
- lowest unoccupied orbital energy (alpha / beta) (eV) = -0.91 / -1.52
- spin multiplicity = 1

[3]
ORCA calculation (ωB97M-V with the def2-TZVPD basis set) on a cluster of 2 separate species, C2H2N2O3S in total in a non-equilibrium geometry.

Atoms and positions in Å:
C: -2.26381 -0.26174 0.82418
C: 0.74709 -0.17673 -0.26446
N: -3.21259 -0.75601 0.45803
N: 0.73857 1.18255 0.03732
O: 0.47031 2.02715 -0.77021
O: 1.06595 1.32963 1.21347
O: 1.11512 -0.92008 0.72810
S: 0.37734 -0.47460 -1.91373
H: 1.17537 -0.27835 1.51107
H: -0.21336 -1.67181 -1.82377

Results
- HOMO level (alpha / beta) (eV) = -8.87 / -8.86
- net charge = 0
- DFT total energy (Ha) = -810.54085
- Kohn-Sham gap (alpha / beta) (eV) = 4.68 / 4.67
- energy above the lowest of the compared OMol25 structures with the same formula, charge and spin (kcal/mol) = 195.1
- lowest unoccupied orbital energy (alpha / beta) (eV) = -4.19 / -4.19
- spin multiplicity = 1

[4]
ORCA calculation (ωB97M-V with the def2-TZVPD basis set) on the molecule C2H2N2O4 in a non-equilibrium geometry.

Atoms and positions in Å:
C: 1.19867 0.61581 0.05004
C: -0.30760 -0.99318 0.02662
H: -2.59463 1.10798 -0.08151
H: -0.15858 -2.86490 -0.44094
N: -1.02823 0.25233 0.40097
N: -0.80833 -2.16630 -0.06584
O: -1.97266 0.53695 -0.51753
O: -0.00342 1.22463 0.23655
O: 2.26869 1.17212 -0.05163
O: 0.99024 -0.75634 0.04718

Results
- HOMO level (eV) = -10.56
- net charge = 0
- DFT total energy (Ha) = -487.78499
- Kohn-Sham gap (eV) = 10.97
- energy above the lowest of the compared OMol25 structures with the same formula, charge and spin (kcal/mol) = 43.1
- lowest unoccupied orbital energy (eV) = 0.41
- spin multiplicity = 1
- SMILES string = [H]/N=c1\oc(=O)on1O

[5]
ORCA calculation (ωB97M-V with the def2-TZVPD basis set) on the ion C2H2N3O with charge +1 in a non-equilibrium geometry.

Atoms and positions in Å:
C: 0.66071 -0.53675 0.90044
C: -0.53774 0.70340 -0.72067
N: 1.03187 0.52566 1.70187
N: 0.20428 1.40890 1.68368
N: -0.02776 -0.21572 -0.16301
O: -0.55336 1.94907 0.96128
H: 0.72889 -1.54799 1.26837
H: -0.79130 1.28753 -1.57592

Results
- HOMO level (alpha / beta) (eV) = -15.15 / -15.31
- net charge = +1
- DFT total energy (Ha) = -316.39579
- Kohn-Sham gap (alpha / beta) (eV) = 8.18 / 7.91
- energy above the lowest of the compared OMol25 structures with the same formula, charge and spin (kcal/mol) = 121.9
- lowest unoccupied orbital energy (alpha / beta) (eV) = -6.96 / -7.40
- spin multiplicity = 1
- SMILES string = C#[N+]/C=N\N=O

[6]
ORCA calculation (ωB97M-V with the def2-TZVPD basis set) on the ion C2H2N3O with charge +1 in a non-equilibrium geometry.

Atoms and positions in Å:
C: 1.57279 0.73386 -0.05938
C: -0.41010 -0.36665 0.47385
N: 2.30803 1.59904 -0.08437
N: 0.81134 -0.47980 -0.00557
N: -1.56472 -0.07424 0.07618
O: 1.44286 -1.49767 -0.21387
H: -1.81471 0.04535 -0.91839
H: -2.34550 0.04011 0.73155

Results
- HOMO level (alpha / beta) (eV) = -16.63 / -16.61
- net charge = +1
- DFT total energy (Ha) = -316.41250
- Kohn-Sham gap (alpha / beta) (eV) = 9.16 / 9.07
- energy above the lowest of the compared OMol25 structures with the same formula, charge and spin (kcal/mol) = 111.4
- lowest unoccupied orbital energy (alpha / beta) (eV) = -7.47 / -7.54
- spin multiplicity = 1
- SMILES string = N#C[N+]([O-])=C=[NH2+]

[7]
ORCA calculation (ωB97M-V with the def2-TZVPD basis set) on the ion C2H2N3O with charge +1 in a non-equilibrium geometry.

Atoms and positions in Å:
C: -0.74057 -0.30073 0.66585
C: 1.30866 0.60354 -1.14155
N: -0.96633 -0.09601 -0.60816
N: 0.22239 0.26520 -1.29486
N: -0.42911 -0.27579 1.78857
O: 2.33014 1.03037 -1.23001
H: -0.98478 -1.11711 -0.92530
H: -0.74040 -0.10947 2.74546

Results
- HOMO level (eV) = -15.94
- net charge = +1
- DFT total energy (Ha) = -316.49775
- Kohn-Sham gap (eV) = 9.87
- energy above the lowest of the compared OMol25 structures with the same formula, charge and spin (kcal/mol) = 57.9
- lowest unoccupied orbital energy (eV) = -6.07
- spin multiplicity = 1
- SMILES string = [NH+]#CNN=C=O

[8]
ORCA calculation (ωB97M-V with the def2-TZVPD basis set) on the ion C2H2N3O with charge +1 in a non-equilibrium geometry.

Atoms and positions in Å:
C: 1.07787 -0.08787 -0.11734
C: -1.97322 -0.03693 0.04331
N: 0.19798 0.78996 0.12048
N: -1.06361 0.71820 -0.27031
N: 1.78005 -1.00670 -0.26794
O: -3.00151 -0.55483 0.15058
H: 0.48924 1.69606 0.18753
H: 2.49321 -1.51788 0.15368

Results
- HOMO level (eV) = -15.67
- net charge = +1
- DFT total energy (Ha) = -316.53526
- Kohn-Sham gap (eV) = 9.98
- energy above the lowest of the compared OMol25 structures with the same formula, charge and spin (kcal/mol) = 34.4
- lowest unoccupied orbital energy (eV) = -5.69
- spin multiplicity = 1
- SMILES string = [NH+]#CNN=C=O

[9]
ORCA calculation (ωB97M-V with the def2-TZVPD basis set) on the ion C2H2N3OS with charge +1 in a non-equilibrium geometry.

Atoms and positions in Å:
C: -1.78509 0.81365 -0.60740
C: 1.01136 -0.03535 0.92751
N: -1.20376 -0.25510 -0.79662
N: -0.21283 -0.93376 -0.73809
N: 1.15094 -0.63000 -0.24367
O: 2.07217 -1.21232 -0.72623
S: -2.94310 1.83504 -0.45804
H: 1.59326 -0.29854 1.71068
H: 0.31704 0.71639 0.93185

Results
- HOMO level (alpha / beta) (eV) = -13.70 / -14.63
- net charge = +1
- DFT total energy (Ha) = -714.51819
- Kohn-Sham gap (alpha / beta) (eV) = 7.22 / 5.93
- lowest unoccupied orbital energy (alpha / beta) (eV) = -6.48 / -8.69
- spin multiplicity = 3

[10]
ORCA calculation (ωB97M-V with the def2-TZVPD basis set) on a cluster of 2 separate species, C2H2N3S2 in total in a non-equilibrium geometry.

Atoms and positions in Å:
C: 1.36721 0.40847 -0.45809
C: 2.69906 0.41175 -0.12792
N: -0.68903 -0.46244 -0.11164
N: -3.12493 -0.59168 0.72889
N: 0.53442 -0.42555 0.05760
S: 4.19921 0.49444 0.12837
S: -2.10551 -1.12751 -0.22441
H: 0.13988 1.27361 -1.51738
H: -3.02032 0.01891 1.52456

Results
- HOMO level (eV) = -13.82
- net charge = +1
- DFT total energy (Ha) = -1037.49210
- Kohn-Sham gap (eV) = 7.21
- energy above the lowest of the compared OMol25 structures with the same formula, charge and spin (kcal/mol) = 114.7
- lowest unoccupied orbital energy (eV) = -6.61
- spin multiplicity = 1

[11]
ORCA calculation (ωB97M-V with the def2-TZVPD basis set) on the molecule C2H2N4 in a non-equilibrium geometry.

Atoms and positions in Å:
C: -1.18170 1.17608 1.17422
N: -0.93294 0.10997 0.67533
N: -0.80270 -0.91910 0.00469
C: 0.34872 -0.98137 -0.79890
N: 1.13545 0.03869 -0.92725
N: 1.76977 0.99067 -0.96767
H: -0.89769 1.46479 2.18149
H: 0.56495 -1.88847 -1.33769

Results
- HOMO level (eV) = -7.79
- net charge = 0
- DFT total energy (Ha) = -296.25862
- Kohn-Sham gap (eV) = 8.24
- energy above the lowest of the compared OMol25 structures with the same formula, charge and spin (kcal/mol) = 104.3
- lowest unoccupied orbital energy (eV) = 0.45
- spin multiplicity = 1

[12]
ORCA calculation (ωB97M-V with the def2-TZVPD basis set) on a structure of composition C2H2N4 in a non-equilibrium geometry.

Atoms and positions in Å:
C: 0.65478 0.69339 -0.49722
N: 1.19475 -0.20316 0.35571
N: 0.56949 -1.39992 0.32660
N: -0.71496 -1.41102 0.12440
C: -1.05251 -0.10421 0.20146
N: -0.65842 0.71450 -0.74197
H: 1.30383 1.42396 -0.97071
H: -1.29696 0.28645 1.20172

Results
- HOMO level (eV) = -9.99
- net charge = 0
- DFT total energy (Ha) = -296.26170
- Kohn-Sham gap (eV) = 8.68
- energy above the lowest of the compared OMol25 structures with the same formula, charge and spin (kcal/mol) = 102.4
- lowest unoccupied orbital energy (eV) = -1.31
- spin multiplicity = 1

[13]
ORCA calculation (ωB97M-V with the def2-TZVPD basis set) on the molecule C2H2N4O in a non-equilibrium geometry.

Atoms and positions in Å:
C: 0.21214 -0.43792 -0.91067
C: -1.18399 0.80601 0.57580
H: -0.79971 -1.43587 -1.94725
H: -2.23357 1.11017 0.91792
N: 0.18846 -1.34091 -1.87857
N: -1.11811 0.12593 -0.46251
N: -0.16268 0.87604 1.45415
N: 0.94260 0.23541 1.35846
O: 1.23906 -0.14476 -0.03277

Results
- HOMO level (eV) = -10.50
- net charge = 0
- DFT total energy (Ha) = -371.51961
- Kohn-Sham gap (eV) = 8.65
- energy above the lowest of the compared OMol25 structures with the same formula, charge and spin (kcal/mol) = 63.2
- lowest unoccupied orbital energy (eV) = -1.85
- spin multiplicity = 1
- SMILES string = [H]/N=c1\ncnno1

[14]
ORCA calculation (ωB97M-V with the def2-TZVPD basis set) on the molecule C2H2N4O2 in a non-equilibrium geometry.

Atoms and positions in Å:
C: -0.12075 -0.91717 0.02406
C: -0.14090 0.48381 0.11437
H: -2.11035 -0.76129 0.08040
H: -0.91787 2.34425 0.28715
N: 0.85541 -1.66083 -0.02383
N: 2.05542 0.42567 -0.40567
N: 1.06350 1.16612 -0.39882
N: -1.14367 1.26624 0.29401
O: -1.45888 -1.40142 -0.39461
O: 1.91809 -0.94538 0.42295

Results
- HOMO level (eV) = -10.50
- net charge = 0
- DFT total energy (Ha) = -446.71825
- Kohn-Sham gap (eV) = 8.97
- energy above the lowest of the compared OMol25 structures with the same formula, charge and spin (kcal/mol) = 159.7
- lowest unoccupied orbital energy (eV) = -1.52
- spin multiplicity = 1
- SMILES string = [H]/N=c1\nnonc1O

[15]
ORCA calculation (ωB97M-V with the def2-TZVPD basis set) on a structure of composition C2H2N4OS in a non-equilibrium geometry.

Atoms and positions in Å:
C: -1.50077 -0.98922 0.01259
C: 0.72913 -0.47413 -0.05633
H: 2.21669 1.04527 0.08767
H: -2.28254 -1.70503 0.35333
N: 0.32788 0.93175 0.11269
N: -0.90610 1.17701 -0.22516
N: -1.87919 0.28931 -0.36730
N: -0.28716 -1.35602 0.17616
O: 1.26695 1.71630 0.12197
S: 2.31511 -0.63523 -0.21563

Results
- HOMO level (eV) = -9.65
- net charge = 0
- DFT total energy (Ha) = -769.69786
- Kohn-Sham gap (eV) = 8.95
- energy above the lowest of the compared OMol25 structures with the same formula, charge and spin (kcal/mol) = 78.6
- lowest unoccupied orbital energy (eV) = -0.70
- spin multiplicity = 1

[16]
ORCA calculation (ωB97M-V with the def2-TZVPD basis set) on the molecule C2H2N4S in a non-equilibrium geometry.

Atoms and positions in Å:
C: -0.41929 1.55302 -0.49193
C: 0.20866 -1.63962 0.08388
H: -0.64470 1.24576 -1.48479
H: 0.35583 -2.70896 -0.31407
N: -0.02006 0.35009 0.03482
N: -0.04598 -0.70225 -0.75211
N: 0.47131 -1.15630 1.37958
N: 0.39460 0.12726 1.26228
S: -0.30037 2.93099 0.28236

Results
- HOMO level (eV) = -9.60
- net charge = 0
- DFT total energy (Ha) = -694.53998
- Kohn-Sham gap (eV) = 8.40
- energy above the lowest of the compared OMol25 structures with the same formula, charge and spin (kcal/mol) = 11.1
- lowest unoccupied orbital energy (eV) = -1.20
- spin multiplicity = 1
- SMILES string = S=Cn1ncnn1

[17]
ORCA calculation (ωB97M-V with the def2-TZVPD basis set) on the ion C2H2N5O3 with charge -1 in a non-equilibrium geometry.

Atoms and positions in Å:
C: 1.37150 0.76303 -0.64352
C: -0.89160 0.10972 0.44279
N: 2.56871 0.42720 -0.15439
N: 2.44556 -0.54539 0.84165
N: 1.15340 -0.73156 1.04590
N: 0.43645 0.00183 0.16472
N: -1.79551 -0.62692 -0.48370
O: -2.95739 -0.55841 -0.24390
O: 1.05321 1.52521 -1.55685
O: -1.22207 -1.24149 -1.33478
H: -0.98966 -0.34635 1.41372
H: -1.17260 1.22314 0.50835

Results
- HOMO level (eV) = -4.14
- net charge = -1
- DFT total energy (Ha) = -576.84915
- Kohn-Sham gap (eV) = 7.70
- energy above the lowest of the compared OMol25 structures with the same formula, charge and spin (kcal/mol) = 0.0
- lowest unoccupied orbital energy (eV) = 3.56
- spin multiplicity = 1
- SMILES string = O=[N+]([O-])Cn1nnnc1[O-]

[18]
ORCA calculation (ωB97M-V with the def2-TZVPD basis set) on the ion C2H2NO2S with charge -1 in a non-equilibrium geometry.

Atoms and positions in Å:
C: 0.26926 0.62560 -0.27369
C: 1.25948 -0.05395 0.08476
N: 1.99212 -0.71713 0.82707
O: -2.48427 1.22466 0.22052
O: -1.97911 -1.04115 -0.70458
S: -1.67868 -0.01810 0.31756
H: 0.21591 1.48722 -0.87429
H: 2.40529 -1.50715 0.40264

Results
- HOMO level (eV) = -3.55
- net charge = -1
- DFT total energy (Ha) = -680.81757
- Kohn-Sham gap (eV) = 7.75
- energy above the lowest of the compared OMol25 structures with the same formula, charge and spin (kcal/mol) = 56.3
- lowest unoccupied orbital energy (eV) = 4.20
- spin multiplicity = 1

[19]
ORCA calculation (ωB97M-V with the def2-TZVPD basis set) on the ion C2H2NO2S with charge +1 in a non-equilibrium geometry.

Atoms and positions in Å:
C: -0.35608 -0.35633 -0.06452
C: -1.03146 0.25004 0.98619
N: 1.25339 0.00975 -1.55200
O: 2.37168 0.13359 -1.75955
O: 0.92459 -0.08636 -0.17177
S: -0.17533 1.09052 2.12519
H: -0.87113 -1.05584 -0.66808
H: -2.11566 0.01461 1.10453

Results
- HOMO level (alpha / beta) (eV) = -15.54 / -15.30
- net charge = +1
- DFT total energy (Ha) = -680.34657
- Kohn-Sham gap (alpha / beta) (eV) = 6.85 / 6.65
- energy above the lowest of the compared OMol25 structures with the same formula, charge and spin (kcal/mol) = 13.8
- lowest unoccupied orbital energy (alpha / beta) (eV) = -8.69 / -8.66
- spin multiplicity = 1

[20]
ORCA calculation (ωB97M-V with the def2-TZVPD basis set) on a structure of composition C2H2NO2S2 in a non-equilibrium geometry.

Atoms and positions in Å:
C: -0.56262 0.57179 1.56893
C: -0.33832 0.17113 0.01390
N: -1.45670 0.53404 -0.72557
O: 0.44812 0.92888 2.15234
O: -1.72281 0.44359 1.98686
S: -3.02348 -0.29380 0.29989
S: -2.40278 -0.61837 -1.64472
H: 0.52890 0.74522 -0.32485
H: -0.09759 -0.90379 0.02574

Results
- HOMO level (eV) = -3.87
- net charge = -1
- DFT total energy (Ha) = -1079.01372
- Kohn-Sham gap (eV) = 7.20
- energy above the lowest of the compared OMol25 structures with the same formula, charge and spin (kcal/mol) = 65.9
- lowest unoccupied orbital energy (eV) = 3.33
- spin multiplicity = 1